Record 1
Entry from the Open Molecules 2025 dataset: an isolated molecule of C5H10O (ωB97M-V/def2-TZVPD).

```
! wB97M-V def2-TZVPD RIJCOSX def2/J DEFGRID3
* xyz 0 1
C -2.0432 0.0232 -0.9351
C -1.0593 0.6575 0.0460
C 0.0559 -0.2777 0.4826
C 1.3437 -0.4251 -0.3554
C 2.0513 -0.0140 0.9370
O 0.8054 0.2882 1.5771
H -1.5526 -0.2683 -1.8709
H -2.5012 -0.8746 -0.5031
H -2.8529 0.7165 -1.1874
H -0.6262 1.5754 -0.3722
H -1.5885 0.9544 0.9609
H -0.3783 -1.2500 0.7672
H 1.4224 0.3047 -1.1677
H 1.6239 -1.4198 -0.6990
H 2.7261 0.8460 0.8727
H 2.5733 -0.8365 1.4474
*
```

Results
SMILES string ... CC[C@H]1CCO1
E_tot ... -271.7103 a.u.
HOMO-LUMO gap ... 0.3934 Ha
Relative energy (zero: lowest compared OMol25 entry of this formula, charge and spin) ... 111.2 kJ/mol
HOMO ... -9.528 eV


Record 2
Entry from the Open Molecules 2025 dataset: a structure of composition C5H10O (ωB97M-V/def2-TZVPD).

```
! wB97M-V def2-TZVPD RIJCOSX def2/J DEFGRID3
* xyz 0 1
C -1.5354 1.4928 0.6692
C -0.5987 1.2155 -0.5003
C -0.2535 -0.2088 -0.6032
C 1.6574 -1.6860 -0.2587
C 0.6413 -0.7398 0.3736
O 1.0622 -0.0869 1.3643
H -1.0775 1.1432 1.5972
H -1.7229 2.5630 0.7621
H -2.4826 0.9726 0.5104
H -1.0005 1.5848 -1.4471
H 0.3484 1.7387 -0.2775
H -0.4866 -0.7269 -1.5304
H 2.5055 -1.0228 -0.4400
H 1.9239 -2.3501 0.5498
H 1.4014 -2.2608 -1.1538
H -0.3825 -1.6285 0.3844
*
```

Results
E_tot ... -271.6171 a.u.
HOMO-LUMO gap ... 0.3052 Ha
Relative energy (zero: lowest compared OMol25 entry of this formula, charge and spin) ... 355.9 kJ/mol
HOMO ... -8.779 eV


Record 3
Entry from the Open Molecules 2025 dataset: a cluster of 3 separate species, C5H10O in total (ωB97M-V/def2-TZVPD).

```
! wB97M-V def2-TZVPD RIJCOSX def2/J DEFGRID3
* xyz 0 1
C -1.3705 -0.8882 0.9165
C -2.0281 -0.2722 -0.0600
H -0.5615 -1.5797 0.7036
H -1.6012 -0.7180 1.9652
H -1.7808 -0.4370 -1.1066
H -2.8356 0.4269 0.1451
C 2.2221 -0.3123 -0.1584
C 1.6120 -1.4326 -0.5284
H 2.7771 -0.2523 0.7753
H 2.1671 0.5924 -0.7576
H 1.6412 -2.3332 0.0820
H 1.0452 -1.4938 -1.4555
C -0.3112 2.1735 -0.1167
O 0.4625 2.2170 -1.0403
H -0.0196 1.8301 0.8936
H -1.3695 2.4823 -0.2284
*
```

Results
SMILES string ... C=C.C=C.C=O
E_tot ... -271.6447 a.u.
HOMO-LUMO gap ... 0.3958 Ha
Relative energy (zero: lowest compared OMol25 entry of this formula, charge and spin) ... 283.3 kJ/mol
HOMO ... -9.914 eV


Number 1: maximum force 0.4 eV Å⁻¹. Number 2: maximum force 1.6 eV Å⁻¹. Number 3: maximum force 0.6 eV Å⁻¹.